Density functional theory data (ωB97M-V/def2-TZVPD) for a molecular structure, C3H5N3.

Results
LUMO energy ... 0.89 eV
E_HOMO ... -8.3 eV
M ... 83.09 g mol⁻¹
Energy relative to the best compared isomer or geometry (same formula, charge and spin) ... 3.375 eV
Electronic energy ... -281.46602 Eh
Orbital gap ... 9.2 eV

Last column: natural (NBO) charge in e.
Geometry (Å):
N1 1.98 -0.14 0.22  -0.800
C1 0.72 -0.38 -0.06  0.421
C2 0.07 0.92 -0.22  -0.455
N2 -1.28 0.53 0.13  -0.547
C3 -1.30 -0.82 0.21  0.284
N3 -0.14 -1.44 0.06  -0.531
H1 2.69 -0.86 0.09  0.383
H2 1.45 1.10 0.26  0.412
H3 0.13 1.34 -1.22  0.221
H4 -2.10 1.11 0.10  0.414
H5 -2.22 -1.35 0.42  0.197

Density functional theory data (ωB97M-V/def2-TZVPD) for a single C3H5N3 molecule.

Results
LUMO energy ... 1.16 eV
E_HOMO ... -9.8 eV
M ... 83.09 g mol⁻¹
Energy relative to the best compared isomer or geometry (same formula, charge and spin) ... 1.014 eV
Electronic energy ... -281.55280 Eh
Orbital gap ... 10.9 eV

Last column: natural (NBO) charge in e.
Geometry (Å):
C1 1.78 0.09 -0.33  -0.411
N1 0.38 -0.08 0.02  0.004
N2 -0.45 -0.68 -0.81  -0.240
C2 -1.65 -0.46 -0.28  -0.110
C3 -1.48 0.30 0.88  -0.105
N3 -0.18 0.53 1.05  -0.239
H1 2.44 -0.48 0.33  0.214
H2 2.03 1.15 -0.27  0.220
H3 1.89 -0.27 -1.36  0.232
H4 -2.55 -0.82 -0.76  0.217
H5 -2.23 0.71 1.54  0.217

Density functional theory data (ωB97M-V/def2-TZVPD) for a molecular structure, C3H5N3 at a distorted geometry.

Results
LUMO energy ... 0.10 eV
E_HOMO ... -8.6 eV
M ... 83.09 g mol⁻¹
Energy relative to the best compared isomer or geometry (same formula, charge and spin) ... 4.807 eV
Electronic energy ... -281.41338 Eh
Orbital gap ... 8.7 eV

Last column: natural (NBO) charge in e.
Geometry (Å):
N1 -1.83 -0.28 0.30  -0.807
C1 -0.53 -0.32 -0.20  0.015
C2 0.58 -1.07 0.19  -0.126
C3 1.73 -0.35 0.17  -0.248
N2 1.61 1.04 0.07  -0.074
N3 0.41 1.36 0.06  -0.347
H1 -1.99 -1.09 0.89  0.391
H2 -2.54 -0.29 -0.42  0.374
H3 -0.42 -0.61 -1.27  0.249
H4 2.73 -0.74 0.28  0.204
H5 0.26 2.35 -0.06  0.368

Density functional theory data (ωB97M-V/def2-TZVPD) for a single C3H5N3 molecule at a distorted geometry.

Results
LUMO energy ... 0.78 eV
E_HOMO ... -9.1 eV
M ... 83.09 g mol⁻¹
Energy relative to the best compared isomer or geometry (same formula, charge and spin) ... 3.835 eV
Electronic energy ... -281.44911 Eh
Orbital gap ... 9.9 eV

Last column: natural (NBO) charge in e.
Geometry (Å):
C1 -0.24 -0.49 0.34  0.333
C2 -0.10 0.06 1.68  -0.063
C3 0.26 0.37 2.79  -0.166
H1 -0.68 0.66 -2.24  0.347
H2 0.98 0.27 -2.52  0.370
H3 0.42 1.27 -0.27  0.366
H4 -0.74 -1.80 -1.01  0.379
H5 0.47 0.80 3.71  0.229
N1 0.15 0.01 -1.91  -0.673
N2 0.44 0.28 -0.54  -0.457
N3 -0.96 -1.42 -0.03  -0.665